(1)
DFT (wB97M-V/def2-TZVPD) results for C20H28AsF6N2O12S2 as an isolated structure in a non-equilibrium geometry.

The geometry in XYZ format:
```
71
C20H28AsF6N2O12S2 (wB97M-V/def2-TZVPD)
N 0.09 0.28 -0.70
H 0.04 0.52 -1.70
H -0.19 -0.69 -0.76
H -0.69 0.65 -0.16
H 1.01 0.57 -0.37
N -1.79 -0.42 2.90
H -1.48 -1.07 2.19
H -2.31 -0.80 3.68
H -2.29 0.36 2.46
H -1.07 0.17 3.34
C 1.89 1.20 2.33
C 0.78 1.92 2.97
C 0.81 3.47 2.92
O -0.01 4.06 3.64
C 1.66 4.19 2.01
C 2.62 3.42 1.39
C 2.75 1.91 1.57
O 3.49 1.14 0.85
O 3.37 4.06 0.57
O -0.01 1.40 3.76
H 2.06 0.15 2.53
H 1.46 5.22 1.76
C -3.67 3.87 2.44
C -3.35 4.89 1.64
C -2.78 4.57 0.29
O -2.32 5.47 -0.51
C -2.46 3.28 -0.08
C -2.78 2.16 0.73
C -3.39 2.47 2.17
O -3.44 1.60 3.05
O -2.53 0.98 0.40
O -3.68 6.08 2.04
H -4.18 4.13 3.36
H -2.15 3.02 -1.08
As 1.43 2.01 -3.78
F 1.01 2.53 -2.15
F 2.55 3.40 -3.95
F 1.79 1.64 -5.51
F 0.33 0.58 -3.46
F 0.13 3.06 -4.38
F 2.80 1.11 -3.27
C -1.04 -3.62 -4.35
C -2.32 -3.15 -4.97
C -3.07 -2.20 -4.06
S -2.54 -2.61 -2.32
O -3.65 -3.16 -1.52
O -1.66 -1.60 -1.76
C -1.48 -4.03 -2.90
H -0.32 -2.80 -4.32
H -0.69 -4.54 -4.81
H -2.95 -4.01 -5.24
H -2.09 -2.77 -5.96
H -4.15 -2.18 -3.93
H -2.68 -1.19 -4.20
H -2.17 -4.87 -2.96
H -0.67 -4.19 -2.19
C 3.58 -3.74 1.42
C 4.44 -2.72 2.23
C 3.58 -1.43 2.19
S 1.82 -2.06 2.39
O 0.94 -1.40 1.41
O 1.32 -2.09 3.76
C 2.13 -3.83 1.92
H 4.12 -4.68 1.58
H 3.42 -3.65 0.35
H 5.35 -2.53 1.67
H 4.60 -3.14 3.23
H 3.47 -0.99 1.20
H 3.66 -0.71 3.00
H 1.31 -4.15 1.28
H 2.20 -4.50 2.77
```

Values from the calculation:
M ... 741.5 g/mol
F_max ... 0.108 Eh/bohr
Total charge ... -3
Energy above the lowest of the compared OMol25 structures with the same formula, charge and spin ... 56.35 kcal per mole
Calculated total energy ... -147555.2942 eV


(2)
DFT (wB97M-V/def2-TZVPD) results for a 5-piece molecular cluster, C5H23N3O4 overall in a non-equilibrium geometry.

The geometry in XYZ format:
```
35
C5H23N3O4 (wB97M-V/def2-TZVPD)
C 2.10 -1.15 -1.47
N 0.92 -1.31 -2.38
C -0.38 -0.64 -2.52
N -1.32 -0.84 -1.36
C 1.72 -0.53 -0.11
C 3.14 -0.41 0.58
N 0.71 -1.33 0.53
C 0.31 -1.02 1.93
H 2.56 -2.13 -1.44
H 2.58 -0.33 -2.01
H 0.84 -2.30 -2.68
H -0.83 -0.99 -3.46
H -0.13 0.42 -2.64
H -1.49 -1.83 -1.27
H -0.68 -0.69 -0.53
H 1.30 0.50 -0.31
H 3.89 -0.10 -0.12
H 3.04 0.40 1.36
H 3.39 -1.43 0.88
H 1.02 -2.28 0.48
H 1.07 -0.44 2.40
H 0.20 -2.01 2.33
H -0.67 -0.52 1.88
H 0.72 3.01 2.52
H -0.48 2.78 3.43
O -0.21 3.23 2.62
H -1.92 -0.17 2.74
H -3.19 0.29 2.07
O -2.87 -0.28 2.78
H -2.08 0.86 -1.89
H -1.86 2.03 -2.99
O -2.17 1.80 -2.10
H -0.80 1.87 1.31
H -1.04 1.78 -0.23
O -0.85 1.25 0.56
```

Values from the calculation:
M ... 189.3 g/mol
2S+1 ... 2
F_max ... 0.067 Eh/bohr
Total charge ... +1
Energy above the lowest of the compared OMol25 structures with the same formula, charge and spin ... 12.14 kcal per mole
⟨S²⟩ ... 0.757
Calculated total energy ... -18209.1616 eV


(3)
DFT (wB97M-V/def2-TZVPD) results for a 2-piece molecular cluster, CH3N2O2 overall in a non-equilibrium geometry.

The geometry in XYZ format:
```
8
CH3N2O2 (wB97M-V/def2-TZVPD)
C -1.47 -0.06 -0.16
N -0.28 -0.48 0.10
N 2.01 0.48 0.47
O 2.78 -0.17 -0.27
O -1.78 1.18 -0.17
H -2.33 -0.76 -0.21
H -0.23 -1.42 0.12
H 1.31 1.23 0.12
```

Values from the calculation:
M ... 75.0 g/mol
F_max ... 0.070 Eh/bohr
Total charge ... -1
Energy above the lowest of the compared OMol25 structures with the same formula, charge and spin ... 73.63 kcal per mole
Calculated total energy ... -8158.3245 eV


(4)
DFT (wB97M-V/def2-TZVPD) results for C4H9F2N as an isolated structure in a non-equilibrium geometry.

The geometry in XYZ format:
```
16
C4H9F2N (wB97M-V/def2-TZVPD)
C -0.65 1.70 0.41
C 1.04 -1.85 0.11
C -0.46 0.24 0.15
C 0.81 -0.42 0.56
N 2.07 0.78 -0.10
F 3.16 0.39 0.47
F 2.17 0.38 -1.48
H -0.69 2.10 1.49
H 0.09 2.33 -0.08
H -1.63 2.02 0.14
H 1.92 -1.95 -0.41
H 1.22 -2.44 0.98
H 0.18 -2.27 -0.38
H -1.32 -0.40 0.33
H -0.44 0.06 -0.97
H 1.12 -0.28 1.54
```

Values from the calculation:
M ... 109.1 g/mol
F_max ... 0.106 Eh/bohr
Total charge ... 0
Energy above the lowest of the compared OMol25 structures with the same formula, charge and spin ... 110.88 kcal per mole
Calculated total energy ... -11214.0538 eV


(5)
DFT (wB97M-V/def2-TZVPD) results for C20H23N5O6S2ScSi as an isolated structure.

The geometry in XYZ format:
```
58
C20H23N5O6S2ScSi (wB97M-V/def2-TZVPD)
Sc 0.31 0.50 1.52
N -2.44 -2.26 0.93
C -2.18 -1.93 -0.38
C -3.27 -1.60 -1.20
C -3.04 -1.30 -2.52
C -1.74 -1.34 -3.00
C -0.73 -1.67 -2.12
N -0.93 -1.98 -0.83
C -1.59 -2.55 1.99
C -2.12 -3.32 3.03
C -1.33 -3.62 4.12
C -0.01 -3.18 4.13
C 0.43 -2.42 3.06
N -0.34 -2.07 2.02
H -3.41 -2.32 1.17
H -4.27 -1.56 -0.78
H -3.86 -1.02 -3.17
H -1.50 -1.08 -4.03
H 0.30 -1.70 -2.44
H -3.14 -3.68 2.96
H -1.73 -4.21 4.94
H 0.66 -3.38 4.95
H 1.44 -2.04 3.05
O 3.86 1.88 0.80
C 1.14 2.91 1.55
O -1.52 2.93 2.08
S -2.31 1.76 2.51
N -1.82 0.41 2.17
O 2.37 -0.50 4.48
S 2.21 0.57 3.49
O 1.46 3.94 1.85
O 2.16 -0.12 2.03
O 0.70 1.01 3.46
C 2.54 0.70 -3.11
Si 2.33 0.57 -1.23
C 3.69 1.74 -0.61
C 2.84 -1.19 -0.81
N 0.75 0.89 -0.63
C -0.16 1.71 -1.27
C 0.20 2.78 -2.11
C -0.75 3.58 -2.72
C -2.11 3.37 -2.52
C -2.49 2.33 -1.68
C -1.54 1.52 -1.08
H 3.45 0.16 -3.37
H 2.65 1.72 -3.48
H 1.71 0.24 -3.65
H 4.63 1.40 -1.07
H 3.51 1.08 1.23
H 3.51 2.75 -1.01
H 3.92 -1.24 -0.63
H 2.62 -1.86 -1.64
H 2.35 -1.57 0.08
H 1.25 3.01 -2.25
H -0.42 4.40 -3.35
H -2.84 4.00 -2.99
H -3.54 2.14 -1.49
H -1.88 0.70 -0.45
```

Values from the calculation:
M ... 566.6 g/mol
F_max ... 0.017 Eh/bohr
Total charge ... -1
Energy above the lowest of the compared OMol25 structures with the same formula, charge and spin ... 45.12 kcal per mole
Calculated total energy ... -91104.6104 eV


(6)
DFT (wB97M-V/def2-TZVPD) results for C6H12N3O2 as an isolated structure in a non-equilibrium geometry.

The geometry in XYZ format:
```
23
C6H12N3O2 (wB97M-V/def2-TZVPD)
C -1.07 -0.89 0.04
C -2.37 -0.75 0.47
C 1.18 -1.26 -0.35
C 1.10 0.28 -0.16
C 1.34 0.47 1.38
C 2.18 1.00 -0.92
N -0.15 -1.74 0.04
N -3.13 0.34 0.13
N -0.21 0.74 -0.59
O -2.74 1.20 -0.79
O -4.13 0.58 0.75
H -2.88 -1.42 1.15
H 1.35 -1.32 -1.44
H 1.89 -1.72 0.29
H 0.61 1.21 1.80
H 2.31 0.78 1.49
H 1.24 -0.45 1.84
H 3.10 0.39 -0.65
H 2.40 1.97 -0.52
H 2.01 0.92 -1.90
H -0.19 -2.68 0.42
H -0.45 0.53 -1.54
H -3.39 1.84 -0.95
```

Values from the calculation:
M ... 158.2 g/mol
F_max ... 0.108 Eh/bohr
Total charge ... +1
Energy above the lowest of the compared OMol25 structures with the same formula, charge and spin ... 170.68 kcal per mole
Calculated total energy ... -14969.0257 eV


(7)
DFT (wB97M-V/def2-TZVPD) results for an isolated ion of composition C5H8N and charge +1 in a non-equilibrium geometry.

The geometry in XYZ format:
```
14
C5H8N (wB97M-V/def2-TZVPD)
C 0.42 0.86 0.45
C 1.78 0.44 0.64
C 0.03 -1.06 -0.42
C 1.45 -0.32 -0.49
C -1.94 0.43 0.01
N -0.57 0.09 0.08
H 2.51 1.05 0.38
H 2.09 0.03 1.67
H -0.37 -1.35 -1.35
H 0.03 -1.77 0.36
H 1.64 0.11 -1.48
H -2.07 1.42 0.45
H -2.55 -0.29 0.57
H -2.43 0.37 -0.89
```

Values from the calculation:
M ... 82.1 g/mol
F_max ... 0.098 Eh/bohr
Total charge ... +1
Structure (SMILES) ... C[N+]1=C2C[C@H]2C1
Energy above the lowest of the compared OMol25 structures with the same formula, charge and spin ... 134.16 kcal per mole
Calculated total energy ... -6792.2706 eV


(8)
DFT (wB97M-V/def2-TZVPD) results for one molecule with the formula C3H4Cl3NO3 in a non-equilibrium geometry.

The geometry in XYZ format:
```
14
C3H4Cl3NO3 (wB97M-V/def2-TZVPD)
C -0.75 -0.94 -0.57
C -0.14 -0.24 0.77
C 1.18 0.58 0.45
N -1.59 -0.02 -1.30
O -1.25 0.22 -2.51
O -2.46 0.60 -0.68
O 1.60 1.17 1.60
Cl 0.18 -1.51 1.89
Cl 2.41 -0.64 -0.03
Cl 0.85 1.74 -0.92
H -1.45 -1.63 0.01
H -0.07 -1.38 -1.29
H -0.93 0.41 1.14
H 2.40 1.66 1.42
```

Values from the calculation:
M ... 208.4 g/mol
F_max ... 0.080 Eh/bohr
Total charge ... 0
Structure (SMILES) ... O=[N+]([O-])C[C@@H](Cl)C(O)(Cl)Cl
Energy above the lowest of the compared OMol25 structures with the same formula, charge and spin ... 2.61 kcal per mole
Calculated total energy ... -48372.4404 eV


What did the seventh record say?
DFT (wB97M-V/def2-TZVPD) results for an isolated ion of composition C5H8N and charge +1 in a non-equilibrium geometry.

The geometry in XYZ format:
```
14
C5H8N (wB97M-V/def2-TZVPD)
C 0.42 0.86 0.45
C 1.78 0.44 0.64
C 0.03 -1.06 -0.42
C 1.45 -0.32 -0.49
C -1.94 0.43 0.01
N -0.57 0.09 0.08
H 2.51 1.05 0.38
H 2.09 0.03 1.67
H -0.37 -1.35 -1.35
H 0.03 -1.77 0.36
H 1.64 0.11 -1.48
H -2.07 1.42 0.45
H -2.55 -0.29 0.57
H -2.43 0.37 -0.89
```

Values from the calculation:
M ... 82.1 g/mol
F_max ... 0.098 Eh/bohr
Total charge ... +1
Structure (SMILES) ... C[N+]1=C2C[C@H]2C1
Energy above the lowest of the compared OMol25 structures with the same formula, charge and spin ... 134.16 kcal per mole
Calculated total energy ... -6792.2706 eV